Formula: C38H24F4IIrN4OP2
Source: the OMol25 dataset
Level of theory: the ωB97M-V functional and the def2-TZVPD basis

## Properties
Highest occupied orbital energy (alpha / beta) in eV: -11.1 / -11.0
Total charge: +1
HOMO-LUMO gap (alpha / beta) in eV: 5.53 / 5.41
2S+1: 2

Geometry as XYZ:
```
75
Properties=species:S:1:pos:R:3:lowdin_charge:R:1
C -0.46 -0.24 -2.55 -0.063
C -2.48 1.00 -5.98 -0.129
N -2.97 -1.48 -10.18 0.234
H 2.03 3.58 -3.48 0.110
C -1.01 -1.77 3.70 -0.363
C -2.17 0.83 3.82 -0.360
Ir -0.98 -0.07 0.49 0.730
H -1.62 -3.32 6.67 0.111
C -0.80 -2.92 2.94 -0.217
H -0.56 -2.83 1.90 -0.034
C -1.65 0.88 -4.93 -0.132
C -2.98 2.32 5.55 -0.064
C 4.53 0.58 1.23 -0.100
C -0.52 -0.05 -4.98 0.015
C 3.90 -1.71 1.56 -0.094
C -4.26 2.26 5.03 -0.059
C 3.54 -0.40 1.26 -0.390
H 3.64 1.70 -3.28 0.113
C 1.00 3.07 -1.66 -0.067
F 1.13 -0.91 -6.50 0.151
H -1.47 -1.08 5.70 0.106
F -3.46 1.89 -5.93 0.162
H -5.51 1.42 3.49 0.114
H 0.72 1.04 4.41 0.083
H 5.49 -3.06 2.07 0.110
O -2.07 1.36 0.49 -0.432
I -2.57 -2.26 0.24 0.351
H -3.69 0.18 2.43 0.079
F -1.82 1.65 -3.86 0.142
C 1.86 1.16 -0.43 -0.408
P -0.91 -0.11 2.94 0.919
H 3.52 0.17 -1.39 0.111
H 2.41 1.53 2.82 0.093
C 0.08 -0.52 -3.85 -0.108
H 0.28 3.87 -1.75 0.115
H 0.14 2.35 0.14 0.055
N -1.00 -0.08 -1.55 0.017
C -4.51 1.48 3.90 -0.055
C -1.30 -1.94 5.06 -0.072
H -5.07 2.81 5.49 0.113
C 2.88 1.86 -2.52 -0.069
F -0.52 -0.68 -8.57 0.164
C 1.98 2.90 -2.63 -0.076
C -2.28 0.22 -7.19 0.001
H -1.25 -5.32 5.27 0.112
C -1.38 -3.21 5.62 -0.065
H 3.14 -2.49 1.60 0.100
H -2.78 2.92 6.43 0.112
C -3.28 0.00 -8.09 -0.111
P 1.78 -0.01 0.99 0.994
C -1.18 -4.33 4.84 -0.066
H 4.28 1.62 1.01 0.115
C 5.85 0.26 1.50 -0.062
C -0.88 -4.19 3.49 -0.068
C 0.94 2.20 -0.58 -0.151
H -0.96 1.68 5.41 0.097
H 7.23 -1.31 2.01 0.112
C -1.94 1.61 4.96 -0.087
C -4.61 0.50 -7.90 -0.147
C 0.74 0.39 3.53 -0.364
N 2.07 -2.16 -3.88 0.226
H -0.71 -5.06 2.87 0.113
C 5.22 -2.04 1.83 -0.069
H 0.90 2.01 2.10 0.074
C 1.18 -1.42 -3.88 -0.162
C 2.82 0.99 -1.43 -0.102
C -3.47 0.78 3.31 -0.095
C 6.20 -1.05 1.80 -0.065
C -0.93 -0.33 -7.36 -0.127
N -5.68 0.87 -7.73 0.233
C -3.10 -0.81 -9.26 -0.147
H 1.31 -0.49 3.82 0.096
H 6.61 1.03 1.47 0.112
C -0.10 -0.44 -6.32 -0.131
C 1.48 1.14 2.42 -0.388
```


Formula: C38H26N4NaO9P
Source: the OMol25 dataset
Level of theory: the ωB97M-V functional and the def2-TZVPD basis

## Properties
Highest occupied orbital energy in eV: -1.3
Total charge: -2
HOMO-LUMO gap in eV: 5.03

Geometry as XYZ:
```
79
Properties=species:S:1:pos:R:3:lowdin_charge:R:1
C 2.28 -3.51 0.17 -0.098
H 2.56 -0.33 1.10 0.130
C 3.12 1.50 -2.48 -0.090
H 4.59 -1.14 3.46 0.088
N -0.53 -4.97 5.81 -0.362
H -4.79 -2.61 -3.49 0.087
H 2.56 -3.55 -6.19 0.091
H -3.20 -1.45 -3.92 0.110
H 3.46 -5.13 1.04 0.091
C 3.83 -3.30 2.02 0.015
O -2.00 -0.97 2.19 -0.037
C -2.01 0.63 -1.53 -0.206
H 4.59 -3.67 2.69 0.118
C 1.19 -3.56 4.80 0.080
O 3.77 -2.15 4.65 -0.220
C 0.64 -2.28 2.84 -0.131
C 1.36 0.13 -1.50 -0.268
H -2.05 -4.06 3.84 0.118
O -1.54 -2.49 0.63 -0.025
C 2.29 -1.36 1.36 -0.153
H 2.34 3.36 3.60 0.077
H 0.12 3.03 -2.73 0.117
C 2.73 -2.73 -2.90 -0.100
O 0.97 -1.26 2.00 -0.039
C -4.40 0.33 -1.30 -0.002
C 3.22 -4.07 1.11 -0.078
C 1.52 1.98 2.18 -0.150
C 0.43 1.16 -1.76 -0.215
H -1.59 3.25 -0.76 0.105
C 0.93 -2.82 -5.00 -0.097
C -4.43 -0.54 -2.40 -0.165
C -0.08 2.73 0.67 -0.293
H 0.93 5.25 2.73 0.087
O -5.68 -2.24 -3.54 0.083
C 3.14 -3.18 -4.15 -0.094
H 0.22 -2.85 -5.81 0.095
C 2.17 2.44 -2.87 -0.087
C 0.01 4.04 1.25 -0.064
C 2.24 -3.21 -5.21 -0.112
N 0.70 1.71 1.16 0.067
C 1.65 3.22 2.78 -0.120
H 3.46 -2.71 -2.10 0.096
C -5.72 -1.07 -2.84 -0.495
H 1.86 -4.16 -0.59 0.108
H 4.17 1.65 -2.70 0.094
H 3.43 -0.38 -1.54 0.104
O 4.41 -0.99 2.48 0.004
C 2.02 -2.19 0.13 -0.297
N -0.86 1.27 -1.14 -0.057
C -0.95 2.47 -0.36 -0.133
Na -0.62 -0.14 0.97 0.254
H 2.10 1.15 2.56 0.101
C -2.05 -0.23 -2.64 -0.022
N 2.81 -2.11 3.69 -0.156
C 1.42 -2.32 -2.67 -0.315
C 3.37 -1.90 2.32 -0.417
C -0.65 -2.76 2.83 -0.037
H 2.46 3.32 -3.44 0.093
C 1.60 -2.68 3.80 -0.139
H -3.21 1.51 0.03 0.112
O -6.80 -0.57 -2.63 0.086
C 0.86 4.27 2.29 -0.130
O -1.64 -5.47 5.74 0.031
O 0.25 -5.23 6.72 0.036
C -3.22 -0.81 -3.04 -0.033
H -0.51 -2.14 -3.58 0.073
H -5.33 0.54 -0.79 0.120
H 4.17 -3.49 -4.30 0.096
C -1.04 -3.67 3.80 0.041
H 1.87 -3.85 5.59 0.111
C 0.53 -2.40 -3.74 -0.099
C -3.23 0.88 -0.85 0.007
C -0.12 -4.04 4.78 -0.167
H -0.61 4.83 0.84 0.092
C 2.70 0.36 -1.82 -0.092
C 0.86 2.27 -2.49 -0.023
C -1.52 -2.06 1.79 -0.671
H -1.13 -0.40 -3.18 0.080
P 0.79 -1.58 -1.07 1.192
```


Formula: C38H27BrF4O2P2V
Source: the OMol25 dataset
Level of theory: the ωB97M-V functional and the def2-TZVPD basis

## Properties
Highest occupied orbital energy (alpha / beta) in eV: -10.9 / -11.2
Total charge: +1
HOMO-LUMO gap (alpha / beta) in eV: 7.07 / 8.12
2S+1: 3

Geometry as XYZ:
```
75
Properties=species:S:1:pos:R:3:lowdin_charge:R:1
H 0.42 2.34 5.05 0.110
Br 2.29 2.06 -2.89 0.923
C -4.63 1.08 1.86 -0.070
H -0.70 -1.44 -5.19 0.116
C 3.66 0.80 -2.57 -0.547
H 0.32 -0.10 -3.41 0.071
H -0.46 2.82 2.79 0.107
C -0.68 1.88 3.27 -0.068
C -0.03 2.58 -0.01 -0.298
P 1.72 -0.64 -1.07 1.060
C -5.66 1.40 -0.71 -0.064
H -6.07 1.53 -1.70 0.111
H -1.31 -3.38 0.21 0.094
H 3.10 -2.18 4.20 0.110
C -0.19 1.61 4.54 -0.068
H -4.22 0.98 2.85 0.103
H -1.56 -3.38 -1.55 0.086
C -4.29 1.35 -0.52 -0.095
H 1.89 -3.68 -1.63 0.091
C -0.04 -3.31 -4.38 -0.060
C -0.14 -1.93 -4.41 -0.051
O -0.40 -1.08 0.17 -0.216
C -1.27 -1.45 -0.69 -0.716
C 0.71 -3.93 -3.39 -0.065
F 7.09 0.19 -3.58 0.155
C -2.04 3.99 0.23 -0.048
C -1.78 -0.26 3.25 -0.097
H 0.81 -5.00 -3.39 0.113
C -1.28 -0.53 4.52 -0.067
C 5.91 0.03 -3.01 -0.118
H 2.53 0.74 1.12 0.106
C -1.38 2.77 0.35 -0.401
C 2.21 -1.31 0.55 -0.351
C 2.53 -0.30 1.45 -0.094
H -3.61 1.44 -1.36 0.108
C 3.39 -0.33 -1.81 -0.270
C -1.78 -2.86 -0.62 0.056
H 1.91 -3.43 0.31 0.092
C 0.44 -1.18 -3.40 -0.116
V -0.17 0.73 -0.60 0.761
H 2.52 -3.96 2.61 0.112
C -1.48 0.95 2.63 -0.332
F 5.15 2.08 -3.88 0.100
C -3.78 1.19 0.76 -0.333
C -0.48 0.40 5.15 -0.070
H -1.77 6.05 -0.26 0.114
H -2.41 -0.99 2.75 0.113
H -1.51 -1.47 5.00 0.110
P -1.98 1.16 0.90 1.096
H 1.76 3.67 -0.56 0.065
C 1.31 -3.18 -2.39 -0.067
H -0.54 -3.90 -5.13 0.113
H -6.66 1.03 2.50 0.111
F 6.58 -2.05 -2.13 0.149
H -3.09 4.07 0.46 0.118
C -6.51 1.27 0.38 -0.063
H -7.58 1.27 0.23 0.111
C 0.69 3.72 -0.36 -0.135
C -1.30 5.08 -0.19 -0.050
C 1.15 -1.80 -2.36 -0.328
C 4.40 -1.29 -1.69 -0.192
H -2.86 -2.86 -0.49 0.099
C 4.91 0.99 -3.16 -0.245
C 2.86 -0.61 2.76 -0.063
C 0.06 4.95 -0.46 -0.056
C 5.65 -1.12 -2.27 -0.120
H -0.07 0.18 6.13 0.109
H 3.12 0.18 3.46 0.111
F 4.15 -2.42 -1.03 0.110
C -6.00 1.12 1.66 -0.065
C 2.52 -2.93 2.29 -0.056
C 2.18 -2.63 0.98 -0.077
O -1.68 -0.64 -1.53 -0.030
H 0.62 5.82 -0.76 0.112
C 2.85 -1.93 3.18 -0.063
```


Formula: C38H29Cl4IN9O2RuS3
Source: the OMol25 dataset
Level of theory: the ωB97M-V functional and the def2-TZVPD basis

## Properties
Highest occupied orbital energy (alpha / beta) in eV: -7.7 / -7.8
Total charge: 0
HOMO-LUMO gap (alpha / beta) in eV: 6.60 / 6.34
2S+1: 2

Geometry as XYZ:
```
87
Properties=species:S:1:pos:R:3:lowdin_charge:R:1
N 2.41 -0.94 1.36 0.017
N 2.81 -2.98 1.02 -0.086
H 1.67 -5.94 3.50 0.085
H 1.18 -4.49 2.63 0.047
H 1.49 -5.99 1.74 0.087
C 0.21 5.45 -3.20 -0.568
C -1.04 -3.49 4.08 -0.046
H 2.04 6.27 -3.94 0.108
H 3.59 -4.73 4.56 0.081
C 1.12 3.02 -4.18 -0.082
C -1.86 4.38 -2.20 -0.260
C 3.28 -4.98 2.44 -0.400
C 0.27 -2.49 -3.91 -0.068
C -0.98 -2.61 5.12 -0.008
S -1.75 -2.91 -0.42 0.651
C -1.03 -1.22 4.87 -0.170
H -0.70 2.21 -3.49 0.100
C -0.11 3.11 -3.56 -0.031
C -2.96 3.39 -2.69 -0.034
C 3.75 -4.17 3.64 -0.073
N -1.41 -6.88 -5.04 0.171
C -1.07 -3.14 -2.01 -0.690
H 3.20 -3.23 3.73 0.069
H -2.27 5.39 -2.33 0.114
C 1.94 6.83 0.78 -0.407
H -2.00 -5.06 -2.18 0.116
C -0.84 -4.62 -3.92 -0.193
C -2.07 1.41 -1.40 -0.205
N 3.30 -1.84 1.52 0.074
N -2.55 0.40 -0.70 -0.043
C -1.01 -0.23 5.87 -0.619
C 1.45 5.37 -3.83 -0.122
H -3.92 3.88 -2.61 0.131
H 0.91 -1.76 -4.38 0.113
Ru -0.88 -0.71 0.38 0.963
N -1.13 -1.71 2.50 0.027
N -3.07 2.16 -1.92 -0.045
C 1.59 5.61 0.30 -0.147
C -1.36 -4.34 -2.67 -0.066
O -1.70 4.18 -0.80 -0.127
S 0.57 7.78 1.17 0.984
H -1.02 -4.56 4.25 0.110
C -0.58 4.31 -3.01 -0.191
C -1.19 1.48 4.19 -0.630
I -1.44 3.50 3.70 0.969
H 0.94 -3.45 0.07 0.111
H -4.56 -0.18 -0.21 0.111
H 3.23 -4.86 0.28 0.133
Cl 3.46 4.06 -5.04 0.696
C -1.12 -3.00 2.77 -0.173
S 0.24 -0.70 -1.92 0.664
H 0.30 3.57 -0.81 0.125
C 1.82 -5.37 2.58 -0.069
Cl -0.90 -0.67 7.54 0.689
C 1.58 -2.74 0.55 -0.156
C 3.54 -4.24 1.11 -0.100
C -1.15 -5.87 -4.55 -0.181
H -1.09 1.85 6.30 0.095
H 4.81 -3.92 3.57 0.082
C -4.25 1.61 -1.47 -0.038
C -1.09 -0.81 3.52 -0.147
N 1.33 -1.47 0.76 -0.094
Cl -0.31 7.01 -2.69 0.780
C -3.91 0.52 -0.72 -0.101
C -0.42 4.10 -0.18 -0.160
H 1.47 2.07 -4.57 0.111
N 0.96 -4.06 -6.91 0.171
H 3.88 -5.89 2.38 0.137
H -1.03 1.59 -1.57 0.059
O -1.14 0.90 1.89 -0.225
H 2.30 4.86 -0.01 0.119
C 0.52 -3.91 -5.86 -0.180
C -1.10 1.10 5.53 -0.173
H -5.20 2.02 -1.73 0.122
C -0.02 -3.68 -4.56 -0.192
C -0.24 -2.20 -2.63 -0.682
H -2.78 3.15 -3.74 0.132
H -0.60 3.48 0.71 0.082
H 4.60 -4.00 1.02 0.130
C 1.90 4.15 -4.30 -0.663
H 2.93 7.24 0.92 0.067
Cl -2.18 6.73 0.82 0.669
C -0.49 6.51 0.70 -1.000
C 0.18 5.41 0.25 -0.342
H -0.91 -2.96 6.14 0.095
C -1.13 0.57 3.13 -0.452
H -1.19 -3.67 1.92 0.039
```


Formula: C38H29F3I2O8
Source: the OMol25 dataset
Level of theory: the ωB97M-V functional and the def2-TZVPD basis

## Properties
Highest occupied orbital energy in eV: -9.7
SMILES: O=C(I)C[C@H](C[C@H](O)C(F)(F)F)OC(=O)CCCI.O=C1c2ccccc2C(=O)c2ccccc21.O=C1c2ccccc2C(=O)c2ccccc21
Total charge: 0
HOMO-LUMO gap in eV: 8.66

Geometry as XYZ:
```
80
Properties=species:S:1:pos:R:3:lowdin_charge:R:1
H -1.90 1.50 7.66 0.119
H -3.20 -3.09 1.25 0.107
O -1.25 -2.02 -6.92 0.121
H -2.53 0.63 -4.91 0.108
H -5.18 0.68 -6.40 0.046
C 3.11 0.77 -0.55 -0.158
H 0.90 -1.00 -7.43 0.153
H -0.41 -0.81 3.57 0.098
H 3.31 1.23 -1.52 0.003
C 3.59 0.97 4.39 -0.080
C -3.71 -1.34 4.10 -0.083
H 3.25 -1.11 -7.68 0.080
C -3.10 0.88 -5.81 -0.305
H -3.49 -0.86 -7.07 0.124
F 4.08 2.19 -6.04 0.123
C -2.98 -2.46 2.11 -0.053
C -4.82 -0.99 5.03 -0.277
C 3.90 1.55 3.05 -0.275
H 1.00 1.59 -6.91 0.133
C -3.19 0.35 6.41 -0.082
C -4.59 0.74 -5.49 -0.686
C -1.43 -0.84 -6.72 -0.463
C 1.28 -1.43 -5.34 -0.131
C 2.34 -0.92 3.31 -0.280
H 4.14 2.32 0.52 0.123
C -1.69 -1.98 2.30 -0.045
H 0.95 -2.43 -5.64 0.133
C 2.88 0.82 -7.61 -0.239
O 3.49 -2.20 -5.78 0.030
C -3.99 -2.14 3.00 -0.003
C 3.59 1.40 0.59 0.006
H 2.70 -0.42 7.88 0.108
C 2.16 -0.96 0.83 0.001
C -5.23 1.12 8.12 -0.058
H 1.91 -1.59 5.85 0.123
C 4.23 1.28 -7.03 -0.591
C -3.93 1.55 8.35 -0.058
F 4.95 0.27 -6.54 0.134
C 2.76 -1.55 -5.10 -0.776
C -5.51 0.30 7.04 -0.003
H 0.74 -1.13 -4.44 0.116
O 1.71 -1.96 3.41 0.092
H 4.09 1.62 7.67 0.107
C 2.96 -0.04 6.90 -0.051
H 1.61 -1.89 0.93 0.114
H 2.05 1.15 -5.59 0.094
C 4.05 1.62 5.53 -0.001
C -1.41 -1.18 3.40 0.006
H -4.77 -0.13 -4.87 0.044
C 1.72 0.84 -6.58 -0.041
C 0.91 -0.46 -6.48 -0.254
O -0.46 -0.02 -6.24 0.001
H -2.61 0.46 -7.89 0.135
H 4.64 2.51 5.42 0.120
C 2.51 -0.69 5.77 0.000
O -0.95 0.36 5.68 0.104
C 2.40 -0.43 -0.43 -0.155
C -2.91 1.17 7.50 -0.003
H -5.00 -2.51 2.86 0.120
I -5.30 2.40 -4.35 0.757
F 4.96 1.87 -7.98 0.152
C -2.42 -0.86 4.30 -0.075
C 3.73 1.11 6.78 -0.053
O 3.07 -0.40 -8.30 0.016
H -3.71 2.18 9.20 0.107
H 2.03 -0.94 -1.30 0.005
C -2.72 -0.10 -6.95 -0.083
C 2.83 -0.20 4.51 -0.080
H -6.03 1.42 8.79 0.107
C 2.63 -0.33 1.97 -0.078
I 3.50 -0.49 -3.37 1.193
C -4.49 -0.09 6.18 -0.082
O 4.57 2.56 2.94 0.110
H -2.88 1.90 -6.11 0.091
C -2.08 -0.02 5.48 -0.272
O -5.94 -1.41 4.87 0.107
C 3.36 0.85 1.85 -0.079
H 2.66 1.56 -8.38 0.161
H -0.90 -2.23 1.61 0.100
H -6.52 -0.05 6.85 0.120
```


Formula: C38H29F7N3OPS3Sr
Source: the OMol25 dataset
Level of theory: the ωB97M-V functional and the def2-TZVPD basis

## Properties
Highest occupied orbital energy in eV: -1.7
Total charge: -2
HOMO-LUMO gap in eV: 5.44

Geometry as XYZ:
```
83
Properties=species:S:1:pos:R:3:lowdin_charge:R:1
H 0.55 3.10 -1.40 0.087
C 1.49 0.22 4.48 -0.853
F 1.96 -6.88 -2.55 0.090
C 1.26 -0.68 -4.39 -0.064
C 0.92 3.37 -0.44 -0.288
C 2.83 2.13 5.31 -0.342
N 1.74 0.48 -1.91 0.013
C 5.49 -0.11 -0.07 -0.105
S 0.46 -2.32 -0.73 0.553
C -0.70 2.44 2.69 -0.090
C -3.53 1.84 -3.48 -0.104
H -3.35 -2.44 1.40 0.068
H -3.70 2.39 -4.40 0.095
C 2.43 3.14 -0.47 -0.061
C -3.29 -1.97 0.39 -0.322
C 4.06 0.06 -2.03 -0.166
H 2.98 3.89 -1.05 0.089
C 5.21 0.28 -2.83 -0.274
C 6.58 0.01 -0.91 -0.294
F 1.46 -4.32 -2.95 0.057
S 3.54 1.25 2.92 0.442
H -4.28 -0.15 -4.11 0.090
Sr 1.94 -0.13 0.78 0.897
F -0.05 -4.15 1.68 0.026
C 6.43 0.32 -2.27 0.015
C 1.24 -6.79 -0.34 -0.148
H 2.56 2.14 -0.92 0.028
C -3.82 0.49 -3.38 -0.091
C -6.18 1.07 3.14 -0.110
C 0.20 -0.16 -3.64 -0.087
C 2.55 -0.45 -3.97 -0.024
C -3.01 0.44 -1.05 -0.408
C -2.99 2.47 -2.36 -0.104
H -0.49 2.53 3.78 0.090
H -4.28 -1.98 -0.07 0.041
F 0.74 -6.59 2.00 0.087
C 0.73 0.39 5.72 -0.342
H 1.30 2.96 2.28 0.084
H -3.83 -1.23 -2.06 0.093
C -2.71 1.79 -1.21 -0.133
H -2.57 -2.58 -0.19 0.023
C 0.37 -4.75 0.50 -0.223
H -2.43 2.39 -0.30 0.125
C -5.25 0.61 0.97 -0.094
H -0.21 0.89 -1.83 0.086
C 4.20 -0.12 -0.59 -0.148
H 1.08 -1.20 -5.33 0.108
H 5.65 -0.20 0.98 0.072
H -7.01 1.39 3.75 0.080
H -5.40 0.53 -0.12 0.103
C -3.53 -0.19 -2.17 -0.093
C -6.38 1.00 1.74 -0.074
C 0.53 0.49 -2.50 -0.197
S 0.85 -1.00 3.45 0.423
C -4.95 0.80 3.76 -0.087
P -2.63 -0.36 0.55 0.993
C -4.05 0.25 1.58 -0.385
H -0.83 -0.33 -3.98 0.105
F 1.81 -8.01 -0.27 0.074
C 2.48 1.16 4.29 -0.828
C 0.31 3.15 1.82 -0.268
C 1.17 -4.83 -1.72 -0.221
H -2.93 0.01 3.43 0.127
H -2.80 3.55 -2.38 0.105
H 0.69 4.42 -0.29 0.107
C 2.77 0.02 -2.70 -0.236
F 7.84 -0.01 -0.48 0.042
H 2.79 3.13 0.52 0.029
F 5.24 0.41 -4.16 0.049
C 1.41 -6.16 -1.55 -0.179
H -4.76 0.93 4.83 0.105
N 3.10 2.91 6.11 0.112
N 0.06 0.54 6.64 0.109
H -1.75 2.74 2.49 0.071
H -7.33 1.18 1.29 0.078
C 0.78 -6.05 0.75 -0.134
H -0.63 1.36 2.43 0.030
C 0.63 -4.04 -0.67 -0.593
H 0.13 4.28 1.76 0.134
H 3.39 -0.79 -4.60 0.121
C -3.87 0.41 2.95 -0.103
O 0.24 2.56 0.50 -0.211
H 7.33 0.63 -2.83 0.127
```